# 1
Molecular formula: C6H14N2
Method: DFT, the ωB97M-V functional and the def2-TZVPD basis

Computed properties:
M: 114.192 g mol⁻¹
orbital gap: 8.2 eV
relative energy (zero: lowest compared OMol25 entry of this formula, charge and spin): 112.76 kcal/mol
strongest force on any atom: 4.3 eV Å⁻¹
LUMO: 1.0 eV
total energy: -9424.59480 eV

Each line ends with the natural charge from an NBO analysis.
Positions of all 22 atoms, in Å:
1 C 1.84 -0.92 -0.32  -0.39
2 C 0.60 -0.61 -1.22  -0.47
3 C 1.09 -0.82 1.03  -0.47
4 C -0.05 -0.19 0.16  0.20
5 C -2.59 -0.04 -0.45  -0.61
6 C -1.48 -0.27 0.66  -0.46
7 N 1.35 2.31 0.02  -0.68
8 N 0.04 1.88 0.05  -0.45
9 H 2.37 -1.84 -0.60  0.20
10 H 2.53 -0.05 -0.14  0.20
11 H 0.78 0.29 -1.83  0.22
12 H 0.23 -1.49 -1.84  0.22
13 H 0.65 -1.77 1.38  0.20
14 H 1.62 -0.28 1.81  0.20
15 H -2.33 0.72 -1.20  0.22
16 H -3.52 0.26 -0.02  0.21
17 H -2.70 -0.94 -1.05  0.20
18 H -1.58 -1.32 0.94  0.20
19 H -1.63 0.37 1.58  0.20
20 H 1.94 2.30 0.90  0.34
21 H 2.00 2.12 -0.84  0.37
22 H -0.36 1.85 1.03  0.34



# 2
Molecular formula: C4H7PS
Method: DFT, the ωB97M-V functional and the def2-TZVPD basis

Computed properties:
M: 118.141 g mol⁻¹
orbital gap: 9.3 eV
relative energy (zero: lowest compared OMol25 entry of this formula, charge and spin): 0.00 kcal/mol
strongest force on any atom: 4.9 eV Å⁻¹
LUMO: 0.7 eV
total energy: -24384.40291 eV

Each line ends with the natural charge from an NBO analysis.
Positions of all 13 atoms, in Å:
1 C -0.36 0.19 -1.32  -0.18
2 C 0.64 -0.61 -1.09  -0.50
3 C -1.05 0.66 -0.06  -0.43
4 C -0.73 -0.43 1.05  -0.72
5 P 0.79 -1.29 0.61  0.72
6 S 2.09 0.33 1.45  -0.40
7 H -0.34 0.48 -2.34  0.23
8 H 1.38 -1.18 -1.77  0.23
9 H -0.76 1.61 0.28  0.23
10 H -2.13 0.60 -0.22  0.22
11 H -0.78 0.03 1.98  0.24
12 H -1.45 -1.23 1.07  0.22
13 H 2.70 0.84 0.36  0.14